1.
Entry from the OMol25 dataset: a 2-piece molecular cluster, C5H14NO2S overall at a distorted geometry (wB97M-V/def2-TZVPD).

Atoms and positions in Å:
1 C -3.53926 -0.09886 0.30300
2 C 1.91175 -0.15910 -1.39233
3 C 2.16763 1.08000 0.70069
4 C 1.24234 -1.18667 0.80735
5 C -2.65273 -0.49202 -0.72793
6 N 1.42139 0.02329 0.02721
7 O -0.10576 2.10645 -0.90873
8 O -0.72385 0.97542 1.25488
9 S -0.43146 0.88274 -0.15785
10 H -4.24962 0.66700 -0.05566
11 H -3.93428 -1.01978 0.66814
12 H -3.15277 0.09174 1.21800
13 H 2.96329 -0.12620 -1.51266
14 H 1.68229 -1.24448 -1.56848
15 H 1.48846 0.62185 -2.14550
16 H 1.50153 1.69574 1.36527
17 H 2.86955 0.72020 1.34069
18 H 2.63537 1.56979 -0.11674
19 H 1.32297 -1.04109 1.84334
20 H 0.32440 -1.54558 0.76213
21 H 2.06118 -1.94877 0.53784
22 H -2.92141 -0.48160 -1.73223
23 H -1.88102 -1.09008 -0.51044

Its net charge is +1. The expectation value of S² is 2.0162. As for the multiplicity: 3. The frontier orbital gap (alpha / beta) comes out at 7.657 / 7.824 eV. The value obtained for the lowest unoccupied orbital energy (alpha / beta) is -3.89 / -8.21 eV.

***

2.
Entry from the OMol25 dataset: C5H14NO3 as an isolated structure at a distorted geometry (wB97M-V/def2-TZVPD).

Atoms and positions in Å:
1 C -0.92864 -1.02044 -1.98184
2 C -0.13034 2.31080 0.74116
3 C 2.39459 0.24283 0.02059
4 C -0.71358 -1.71807 1.57847
5 C -1.08771 0.08031 -0.95149
6 N 0.06771 0.14229 -0.07359
7 O -0.04525 0.90465 1.02462
8 O 1.18994 0.29661 -0.75476
9 O 0.24262 -1.47084 0.63371
10 H -0.10070 -0.81462 -2.65277
11 H -0.75659 -1.97995 -1.50170
12 H -1.84052 -1.09078 -2.56968
13 H 0.13581 2.79817 1.67670
14 H -1.14699 2.59347 0.45890
15 H 0.57648 2.60370 -0.03680
16 H 2.31311 -0.54161 0.77304
17 H 2.61145 1.20222 0.49260
18 H 3.17770 -0.00899 -0.69101
19 H -1.70684 -1.91140 1.15570
20 H -0.75560 -0.95031 2.36089
21 H -0.35393 -2.63823 2.05746
22 H -1.96016 -0.08159 -0.31593
23 H -1.18256 1.05179 -1.44427

Its net charge is +1. The frontier orbital gap comes out at 10.088 eV. As for the relative energy (zero: lowest compared OMol25 entry of this formula, charge and spin): 7.293 eV. The value obtained for the lowest unoccupied orbital energy is -5.11 eV.

***

3.
Entry from the OMol25 dataset: a 3-piece molecular cluster, C5H14NO4 overall at a distorted geometry (wB97M-V/def2-TZVPD).

Atoms and positions in Å:
1 C 0.23203 0.69134 1.59297
2 N -0.43379 -0.22644 0.81854
3 C -1.83294 -0.47858 1.22841
4 C 0.38961 -0.24213 -1.76321
5 C -0.05524 -0.98508 -0.43162
6 C 0.70617 -2.19564 0.14091
7 O -0.14062 -3.24567 0.59877
8 O 1.32596 1.12353 1.16585
9 H -0.37216 1.18296 2.43515
10 H -1.82806 -0.99191 2.16447
11 H -2.74452 -0.05445 0.87030
12 H -0.88431 -2.71879 1.22142
13 H 0.65080 0.82403 -1.58720
14 H -0.34248 -0.37657 -2.47422
15 H 1.31885 -0.86868 -2.21116
16 H -1.05494 -1.64824 -0.56223
17 H 1.34956 -2.66553 -0.66087
18 H 1.34390 -1.94561 0.98247
19 H 1.20948 2.30489 -1.18954
20 H 2.49179 1.80252 -0.46420
21 O 2.16910 2.39906 -1.20084
22 H -1.23795 2.10486 0.08111
23 H -0.68421 3.28377 -0.50536
24 O -1.57605 2.92635 -0.24994

Its net charge is -1. The frontier orbital gap comes out at 5.294 eV. As for the relative energy (zero: lowest compared OMol25 entry of this formula, charge and spin): 5.966 eV. The value obtained for the lowest unoccupied orbital energy is 3.50 eV.

***

4.
Entry from the OMol25 dataset: one molecule with the formula C5H14NOP at a distorted geometry (wB97M-V/def2-TZVPD).

Atoms and positions in Å:
1 C -2.36210 0.55333 0.44982
2 C -1.22956 -1.65009 0.29197
3 C 2.67593 -0.95844 0.14916
4 C 0.40974 2.13684 -0.75398
5 C -1.24473 -0.24190 -0.25500
6 N 1.50458 -0.58605 -0.54464
7 O 0.83226 0.69005 1.57754
8 P 0.50289 0.53889 0.17072
9 H -1.85143 1.23621 1.24121
10 H -2.88095 1.00894 -0.25749
11 H -3.03829 -0.16108 0.99631
12 H -0.46086 -2.30415 -0.18403
13 H -2.24504 -2.19396 0.24148
14 H -0.99100 -1.54873 1.40414
15 H 2.90231 -2.03708 -0.05396
16 H 3.56337 -0.41896 -0.05482
17 H 2.37768 -0.87720 1.18510
18 H 1.12580 2.74152 -0.24121
19 H 0.57493 2.32102 -1.75036
20 H -0.62617 2.59967 -0.59728
21 H -1.22480 -0.36657 -1.38357
22 H 1.68543 -0.48224 -1.63110

The frontier orbital gap comes out at 10.000 eV. As for the relative energy (zero: lowest compared OMol25 entry of this formula, charge and spin): 0.043 eV. Its structure (SMILES) is CN[P@](C)(=O)C(C)C. The value obtained for the lowest unoccupied orbital energy is 0.77 eV.

***

5.
Entry from the OMol25 dataset: a 3-piece molecular cluster, C5H14NS2 overall at a distorted geometry (wB97M-V/def2-TZVPD).

Atoms and positions in Å:
1 N 0.03749 1.11395 -3.91936
2 C -1.21277 3.28368 2.32121
3 C -1.22818 2.12443 3.00546
4 S -0.96320 0.64393 -0.27381
5 S 0.98480 0.71059 0.23393
6 C 1.33825 -1.01391 0.78677
7 C 1.28363 -2.14529 -0.22342
8 C -0.10743 -2.73881 -0.45415
9 H -0.65317 1.57223 -4.51145
10 H 0.47537 0.39127 -4.47987
11 H -0.53981 0.67651 -3.20191
12 H -0.98614 4.22050 2.83274
13 H -1.13238 3.34898 1.23348
14 H -0.73663 1.22725 2.62894
15 H -1.75109 2.07730 3.95841
16 H 2.38688 -0.89639 1.11215
17 H 0.65655 -1.20769 1.61558
18 H 1.47057 -1.65651 -1.21878
19 H 1.98882 -2.95940 -0.06373
20 H -0.93593 -2.04777 -0.55341
21 H -0.44075 -3.28013 0.44427
22 H 0.06511 -3.44471 -1.27306

Its net charge is +1. The frontier orbital gap comes out at 4.608 eV. As for the relative energy (zero: lowest compared OMol25 entry of this formula, charge and spin): 5.242 eV. The value obtained for the lowest unoccupied orbital energy is -8.39 eV.

***

6.
Entry from the OMol25 dataset: a 3-piece molecular cluster, C5H14O2 overall at a distorted geometry (wB97M-V/def2-TZVPD).

Atoms and positions in Å:
1 C -2.31517 -0.83490 -0.24812
2 C -1.93763 0.55174 -0.73620
3 C -0.95766 1.28338 0.15697
4 C 0.39129 1.32697 -0.10877
5 C 1.28435 2.48716 0.30545
6 H -2.27488 -1.64597 -1.00334
7 H -1.64529 -1.19355 0.53250
8 H -3.32503 -0.95437 0.14949
9 H -1.48589 0.59319 -1.73328
10 H -2.88744 1.12036 -0.81989
11 H -1.31262 1.37699 1.20652
12 H 0.92837 0.46480 -0.53053
13 H 0.77191 3.16194 0.99745
14 H 2.17896 2.20694 0.89300
15 H 1.59699 3.05474 -0.57975
16 H 0.07326 -3.11579 -1.82272
17 H 1.35739 -2.56720 -1.04498
18 O 0.57728 -3.12808 -1.04033
19 H 1.72927 -0.42017 0.88196
20 H 2.23329 -0.07097 2.26861
21 O 2.34019 -0.75249 1.58708

Its net charge is -1. The expectation value of S² is 0.7557. As for the multiplicity: 2. The frontier orbital gap (alpha / beta) comes out at 3.441 / 6.027 eV. As for the relative energy (zero: lowest compared OMol25 entry of this formula, charge and spin): 1.604 eV. The value obtained for the lowest unoccupied orbital energy (alpha / beta) is 3.72 / 3.66 eV.

***

| no. | M (g/mol) |
| --- | --- |
| 1 | 152.24 |
| 2 | 136.17 |
| 3 | 152.17 |
| 4 | 135.15 |
| 5 | 152.31 |
| 6 | 106.16 |